[1]
# C20H34BCdO10

A molecular structure, C20H34BCdO10 in a non-equilibrium geometry (the ωB97M-V functional and the def2-TZVPD basis, the OMol25 dataset).

The calculation puts the largest force on an atom at 5.46 eV/Å. As for the charge: +1. The value obtained for the gap between HOMO and LUMO is 9.16 eV. The spin multiplicity is 1. The energy above the lowest of the compared OMol25 structures with the same formula, charge and spin comes out at 3.339 eV. The HOMO energy is -11.0333 eV.

Structure (XYZ):
```
66
Properties=species:S:1:pos:R:3:lowdin_charge:R:1
Cd -0.968 0.038 0.280 1.332
B -2.922 0.512 0.854 -0.472
H -2.939 0.528 -0.224 -0.060
H -3.886 0.699 1.300 -0.024
H -2.568 -0.423 1.258 -0.065
H -2.235 1.286 1.162 -0.079
O -0.608 2.108 -0.540 0.019
C -0.111 3.234 -0.399 -0.361
O 0.297 3.760 0.806 0.004
C 0.623 5.154 0.739 -0.129
C 0.003 5.635 -0.618 -0.114
C -0.088 4.324 -1.463 -0.055
H 1.691 5.368 0.774 0.124
H 0.131 5.604 1.602 0.126
H 0.580 6.424 -1.101 0.111
H -1.001 6.050 -0.542 0.115
H 0.730 4.113 -2.153 0.124
H -0.948 4.336 -2.133 0.129
O 1.021 -0.148 -0.142 -0.012
C 1.954 -0.433 -0.865 -0.341
O 1.828 -1.307 -1.938 0.005
C 3.121 -1.560 -2.508 -0.154
C 3.915 -0.296 -2.199 -0.148
C 3.397 0.222 -0.809 -0.008
H 3.127 -1.955 -3.524 0.134
H 3.516 -2.382 -1.911 0.124
H 3.783 0.350 -3.067 0.115
H 4.988 -0.485 -2.206 0.115
H 3.284 1.298 -0.672 0.118
H 4.053 -0.201 -0.048 0.124
O -0.706 -1.950 0.879 0.011
C -0.571 -3.137 1.112 -0.454
O 0.589 -3.602 1.564 0.057
C 0.602 -5.031 1.823 -0.135
C -0.848 -5.368 1.810 -0.139
C -1.487 -4.251 0.950 -0.044
H 1.057 -5.353 2.760 0.134
H 1.152 -5.454 0.982 0.129
H -1.059 -5.403 2.878 0.123
H -1.126 -6.373 1.493 0.125
H -2.514 -4.028 1.237 0.144
H -1.529 -4.476 -0.116 0.138
O -0.143 0.632 2.069 0.033
C 0.152 1.357 2.934 -0.537
O -0.695 1.921 3.710 0.125
C -0.078 2.840 4.593 -0.150
C 1.298 3.038 4.139 -0.155
C 1.538 1.826 3.242 -0.052
H -0.094 2.485 5.623 0.139
H -0.579 3.808 4.554 0.138
H 1.977 3.123 4.988 0.127
H 1.475 3.884 3.475 0.108
H 2.023 0.975 3.721 0.136
H 2.191 2.087 2.410 0.124
O -1.197 -0.585 -1.629 -0.020
C -1.690 -1.271 -2.520 -0.360
O -3.055 -1.222 -2.635 0.044
C -3.454 -1.917 -3.809 -0.131
C -2.296 -2.954 -4.073 -0.132
C -1.079 -2.200 -3.549 -0.068
H -3.491 -1.246 -4.667 0.127
H -4.408 -2.396 -3.590 0.132
H -2.185 -3.156 -5.138 0.116
H -2.539 -3.842 -3.491 0.113
H -0.625 -1.805 -4.458 0.136
H -0.371 -2.808 -2.986 0.122
```

[2]
# C20H34BrClN3NiO4

A molecular structure, C20H34BrClN3NiO4 in a non-equilibrium geometry (the ωB97M-V functional and the def2-TZVPD basis, the OMol25 dataset).

The calculation puts the largest force on an atom at 2.72 eV/Å. As for the charge: -1. The value obtained for the gap between HOMO and LUMO (alpha / beta) is 6.62 / 6.67 eV. The spin multiplicity is 3. The expectation value of S² is 2.00. The HOMO energy (alpha / beta) is -4.0490 / -4.0949 eV.

Structure (XYZ):
```
64
Properties=species:S:1:pos:R:3:lowdin_spin:R:1
O 0.175 -1.280 -0.410 0.042
C 1.462 -1.552 -0.682 0.003
C 2.009 -2.582 0.330 0.000
C 1.434 -2.730 1.586 0.000
H 0.614 -2.061 1.886 0.000
C 1.962 -3.631 2.512 0.000
H 1.498 -3.687 3.504 0.000
C 3.075 -4.404 2.150 0.000
H 3.497 -5.115 2.862 0.000
C 3.644 -4.273 0.870 0.000
H 4.508 -4.879 0.573 0.000
C 3.107 -3.363 -0.041 0.000
H 3.524 -3.199 -1.038 0.000
H 1.476 -2.019 -1.682 0.002
C 2.156 0.437 -2.123 0.000
C 2.406 -0.337 -0.879 0.001
H 2.985 1.074 -2.450 0.000
H 1.314 1.123 -1.993 0.000
H 1.837 -0.234 -2.939 0.000
C 3.317 0.017 0.088 -0.001
C 4.167 1.240 0.115 0.001
H 3.408 -0.594 0.973 0.000
H 5.226 0.971 0.149 0.000
H 4.003 1.830 1.020 0.001
H 4.013 1.877 -0.747 0.000
Ni -0.460 0.693 0.335 1.736
Cl 1.275 2.222 0.398 0.062
C -0.908 3.258 1.412 0.001
O -1.468 2.461 0.621 0.036
N -1.463 4.390 1.803 0.000
C -2.589 4.896 1.064 0.001
C -1.003 5.131 2.959 0.000
H 0.111 3.065 1.814 0.000
H -2.872 4.195 0.275 0.000
H -2.336 5.859 0.622 0.000
H -3.425 5.065 1.740 0.000
H -0.262 4.524 3.480 0.000
H -1.844 5.348 3.621 0.000
H -0.545 6.080 2.666 0.000
H -2.678 -4.285 1.646 0.000
H -3.843 -2.233 2.982 0.000
C -1.905 -3.523 1.501 0.001
C -3.018 -1.614 2.616 0.001
N -2.481 -2.202 1.410 0.006
H -1.358 -3.727 0.579 0.000
C -2.438 -1.509 0.263 0.009
O -2.492 -0.280 0.176 0.009
H -3.371 -0.604 2.408 0.000
H -2.357 -2.136 -0.651 0.000
H -1.222 -3.582 2.352 0.000
H -2.250 -1.585 3.392 0.001
H -2.195 2.464 -4.505 0.000
H -3.179 -0.024 -5.077 0.000
C -1.284 1.876 -4.361 0.000
C -2.219 -0.399 -4.707 0.000
N -1.579 0.563 -3.831 0.000
H -0.618 2.422 -3.687 0.000
C -1.293 0.270 -2.563 0.001
O -0.858 1.128 -1.756 0.024
H -2.385 -1.320 -4.151 0.000
H -1.428 -0.780 -2.261 0.000
H -0.833 1.761 -5.347 0.000
H -1.584 -0.607 -5.573 0.000
Br -0.154 0.109 2.700 0.059
```

[3]
# C20H34Cl2NO9P2S

2 unconnected molecules or ions with the total composition C20H34Cl2NO9P2S in a non-equilibrium geometry (the ωB97M-V functional and the def2-TZVPD basis, the OMol25 dataset).

The calculation puts the largest force on an atom at 1.08 eV/Å. As for the charge: +1. The value obtained for the gap between HOMO and LUMO is 7.78 eV. The spin multiplicity is 1. The HOMO energy is -11.2071 eV.

Structure (XYZ):
```
69
Properties=species:S:1:pos:R:3:lowdin_charge:R:1
C -0.246 -4.691 2.280 -0.102
C 0.780 -3.633 1.882 -0.659
Cl 1.172 -2.609 3.297 0.693
C 0.298 -2.780 0.675 -0.133
N -0.092 -1.407 1.009 -0.049
C -1.333 -1.291 1.498 0.018
C -1.892 -0.080 1.808 -0.069
C -3.331 0.024 2.261 -0.089
C -3.940 -1.246 2.883 -0.167
C -5.266 -1.706 2.261 -0.198
C -5.182 -1.996 0.760 -0.263
S -4.137 -3.407 0.372 0.329
O -3.141 -2.998 -0.579 -0.348
O -3.713 -4.069 1.571 -0.343
Cl -5.410 -4.643 -0.578 0.454
C -1.084 1.037 1.604 0.003
C -1.694 2.385 1.901 -0.492
O -1.901 2.790 3.009 0.171
O -2.013 3.041 0.768 0.138
C 0.227 0.923 1.142 -0.163
C 1.052 2.176 0.979 -0.166
P 1.890 2.540 2.547 0.418
O 1.034 2.199 3.684 -0.230
O 3.283 1.770 2.598 -0.128
O 2.247 4.080 2.332 -0.106
C 0.739 -0.341 0.833 -0.242
P 2.458 -0.374 0.144 0.985
C 3.335 -1.919 0.542 -0.289
C 2.175 -0.352 -1.661 -0.257
H -1.271 -4.332 2.177 0.053
H -0.110 -4.966 3.324 0.074
H -0.117 -5.596 1.688 0.094
H 1.709 -4.121 1.601 0.091
H 1.030 -2.742 -0.119 0.098
H -0.595 -3.258 0.275 0.120
H -1.881 -2.214 1.579 0.100
H -3.451 0.861 2.944 0.123
H -3.888 0.304 1.359 0.128
H -3.260 -2.089 2.872 0.084
H -4.120 -1.036 3.938 0.127
H -6.069 -0.992 2.443 0.128
H -5.552 -2.631 2.763 0.119
H -4.774 -1.185 0.160 0.098
H -6.168 -2.222 0.361 0.088
H -2.440 3.870 1.043 0.148
H 1.733 2.130 0.132 0.070
H 0.388 3.019 0.794 0.103
H 4.006 2.233 2.158 0.090
H 2.901 4.403 2.966 0.098
H 4.353 -1.739 0.194 0.049
H 2.992 -2.832 0.060 0.031
H 3.383 -2.046 1.622 0.024
H 1.149 -0.035 -1.854 0.048
H 2.811 0.426 -2.074 0.016
H 2.339 -1.302 -2.169 0.048
O 1.930 2.675 -2.561 0.072
C 2.111 2.853 -3.739 -0.523
O 3.171 2.258 -4.305 -0.001
C 3.432 2.304 -5.718 -0.225
C 4.154 3.569 -6.125 -0.058
C 1.221 3.758 -4.553 0.021
H 2.509 2.153 -6.278 0.114
H 4.061 1.435 -5.900 0.125
H 3.554 4.459 -5.932 0.071
H 4.387 3.540 -7.189 0.087
H 5.085 3.667 -5.568 0.086
H 1.540 4.786 -4.384 0.101
H 0.203 3.650 -4.187 0.093
H 1.230 3.560 -5.621 0.073
```